# 1
C30H64N2O8P3 | ωB97M-V/def2-TZVPD

Properties
Total charge   +1
E_HOMO   -11.55 eV
F_max   0.038 Eh/bohr

```
107
Properties=species:S:1:pos:R:3:forces:R:3:lowdin_charge:R:1
H -1.8610 -1.6075 1.4036 -0.1 -0.5 0.1 0.069
H 9.5680 -4.9935 -1.6462 0.0 0.0 -0.1 0.090
H -6.6306 5.7047 -1.7394 0.0 0.2 0.0 0.086
C -4.4774 -1.6369 1.2571 -0.4 -0.5 0.3 -0.211
H -9.5223 3.5534 -0.7274 -0.1 0.0 0.0 0.125
O -1.2194 0.2370 0.9735 0.0 0.7 -0.2 -0.243
H -1.2522 -1.5139 3.3646 0.0 0.4 0.2 0.058
H -8.4074 5.6604 -1.5690 0.0 0.2 -0.2 0.090
H 3.7896 0.7462 -2.1122 -0.2 0.2 -0.1 0.117
H -5.1599 2.1293 0.7742 0.8 0.2 0.1 0.121
C -1.3313 -0.5246 3.8110 0.3 -0.3 0.3 -0.046
N -6.0644 2.4602 0.4438 -0.9 0.3 -0.4 0.173
H -3.8456 -2.6551 3.0207 0.2 0.1 0.2 0.115
C 5.6887 4.2946 2.2536 0.6 -0.3 0.4 -0.120
C -8.4101 2.1474 0.4651 -0.2 0.9 0.1 -0.239
C 4.6368 2.4208 0.0578 0.2 -0.2 -0.7 -0.200
O -2.3920 0.2058 3.1585 0.0 0.2 0.0 -0.191
H 9.9872 -3.2799 -1.8215 0.0 0.0 0.0 0.090
H 7.1646 -3.8661 -6.3679 -0.1 0.0 0.1 0.091
H -1.2715 3.6427 1.0902 0.0 0.0 0.0 0.085
C -5.9506 -1.7295 1.6628 0.3 0.1 -0.5 -0.197
H 1.4874 -0.8214 -1.7743 0.1 0.1 -0.2 0.090
H -6.3095 -0.4242 -0.0117 -0.1 -0.2 -0.2 0.120
H -6.0520 -1.6390 2.7446 -0.1 0.0 0.1 0.120
H 5.0355 3.5195 2.6453 -0.3 0.1 -0.1 0.055
C -7.5187 5.0869 -1.8054 0.1 -0.7 0.3 -0.016
H 4.1850 -1.4650 -1.9616 0.3 -0.2 0.2 0.084
C -6.8267 0.6266 1.7879 0.3 0.1 -0.8 -0.116
C -7.1266 1.7819 0.8837 -0.5 -0.5 0.7 -0.201
H 7.6547 -2.1710 -6.1701 0.0 0.0 0.0 0.090
H -7.5814 4.6786 -2.8111 -0.1 0.2 -0.2 0.098
H -1.5993 -3.0107 2.4563 0.0 0.0 0.0 0.094
H -0.2852 -5.1012 0.4052 0.0 -0.1 0.2 0.103
H 8.6024 -1.0586 -1.3408 -0.1 0.0 0.0 0.083
H -2.1851 -0.0128 -0.8494 0.0 0.0 0.0 0.094
P -9.9576 1.2964 0.9302 -0.4 -1.8 -0.8 0.742
C -0.4989 3.1950 1.7162 0.2 0.1 -0.1 -0.071
H -4.0711 -0.6479 1.4807 -0.1 0.0 -0.1 0.074
H 6.3192 4.5840 3.0945 0.0 0.2 0.1 0.069
O 8.2635 -1.4767 -3.3668 0.0 0.0 0.1 -0.215
C -7.4132 3.9207 -0.8523 0.3 0.3 0.0 -0.213
C -2.1663 -2.6341 1.6061 -0.2 -1.1 -0.3 -0.217
C 3.6484 0.3980 -1.0864 0.6 -0.6 -0.2 -0.218
C 8.4551 -0.5469 -2.2908 0.0 0.1 0.0 -0.087
H -7.7970 -1.0031 0.7781 -0.1 0.0 -0.3 0.097
H 0.2890 2.7709 1.0926 0.0 0.0 0.0 0.091
H -1.9513 -3.0378 -0.5200 -0.1 -0.1 -0.2 0.100
H -0.0712 3.9605 2.3558 0.0 -0.1 0.1 0.095
H 3.8913 2.7932 -0.6458 -0.1 0.1 0.0 0.096
H -1.2870 1.5153 -0.6895 0.0 0.0 0.0 0.087
H 2.1944 -2.6325 0.5291 0.0 -0.1 0.1 0.111
H -10.3824 -0.7405 0.4852 -0.1 -0.2 -0.3 -0.035
H -7.5665 0.5586 2.5771 0.0 -0.1 0.2 0.110
C 1.4494 -2.2948 -0.1874 -0.3 0.7 -0.7 -0.211
H -0.0681 -3.0763 -1.4602 -0.1 -0.2 -0.2 0.103
H 6.6204 2.6579 -0.6566 0.1 0.1 -0.2 0.091
H -5.2526 3.9813 -0.6872 0.1 0.1 0.0 0.151
H -5.8365 0.7997 2.2106 0.0 0.0 0.3 0.117
H 5.7612 0.7100 -0.7453 0.2 -0.2 0.1 0.091
C -8.5439 3.2316 -0.3969 0.7 -0.3 0.2 0.010
C 0.5536 -3.4429 -0.6460 0.4 0.0 1.0 -0.209
O -3.2705 1.7441 1.3367 -0.6 0.2 -0.3 -0.236
H 7.5925 0.1128 -2.2144 0.0 0.0 0.0 0.075
H -10.9349 2.3078 0.8947 0.5 0.4 0.3 0.016
H 9.3409 0.0401 -2.5201 0.0 0.0 -0.1 0.091
H 0.8354 -1.5338 0.3057 0.0 -0.1 0.3 0.092
H 2.7070 0.8157 -0.7252 -0.1 0.1 0.2 0.097
O 8.3711 -3.9546 -2.9335 -0.1 0.0 -0.1 -0.215
C -0.3066 -4.0180 0.5035 -0.3 0.2 -1.3 -0.181
H 1.2000 -4.2358 -1.0188 0.0 0.0 -0.3 0.112
C 5.8994 3.2820 -0.1252 0.2 -0.7 0.4 -0.204
H -6.3119 -2.7195 1.3904 -0.1 -0.1 0.0 0.119
C -1.2869 0.4534 -0.4472 0.0 -0.1 -0.2 -0.053
C 2.1261 -1.6222 -1.4037 0.6 -1.0 0.6 -0.198
H -0.4098 -0.0113 -0.8890 0.0 0.0 0.1 0.073
O 6.7408 -3.0539 -4.5362 0.1 -0.1 0.0 -0.193
N -10.3215 0.1216 -0.0441 0.3 0.4 0.4 -0.290
O -1.0515 2.1790 2.5637 -0.3 0.0 0.0 -0.198
H 8.6016 -3.4722 -5.4105 0.0 0.0 0.1 0.085
H -4.4571 -1.8009 0.1773 0.3 0.2 -0.1 0.123
P 7.3429 -2.7573 -3.1193 0.1 0.0 -0.1 0.340
C 7.6007 -3.1434 -5.6838 0.0 0.0 -0.2 -0.080
H 2.1809 -2.3893 -2.1766 -0.1 0.1 -0.2 0.105
C 3.5637 -1.1408 -1.1345 -0.6 1.0 -0.6 -0.194
H 3.9644 -1.5573 -0.2144 0.0 -0.2 0.1 0.104
H 5.1298 5.1776 1.9554 -0.2 -0.1 -0.2 0.075
C 6.5996 3.7534 1.1562 -0.1 0.8 -0.3 -0.260
H 4.1860 2.5140 1.0420 0.1 0.2 0.1 0.088
H -2.4103 -4.4339 0.4651 -0.2 0.0 -0.1 0.103
H 7.2526 4.5788 0.8649 0.2 0.0 0.0 0.100
H 8.5554 -3.7637 -0.8661 0.0 0.0 0.0 0.088
C -6.7776 -0.6674 0.9403 -0.1 0.1 0.9 -0.167
C 9.1626 -3.9907 -1.7432 0.1 0.0 0.1 -0.089
H -1.5951 -0.6188 4.8600 -0.1 0.1 0.0 0.101
C -6.1776 3.5116 -0.3959 -0.1 -0.3 0.0 0.037
H 7.2694 2.9982 1.5624 -0.2 -0.3 0.1 0.104
H 0.1470 -3.7516 1.4547 0.0 0.0 0.2 0.102
C -1.7789 -3.5494 0.4244 0.4 0.1 0.8 -0.176
C 4.8194 0.9115 -0.2441 -1.2 0.5 0.3 -0.193
H -0.3790 -0.0051 3.7274 0.0 0.1 0.0 0.096
H 5.7095 4.1162 -0.7960 -0.2 0.3 0.2 0.103
H -4.0813 -3.6732 1.6358 0.2 -0.3 0.0 0.110
H 4.7449 0.3681 0.6971 0.6 -0.2 0.1 0.108
H -9.8273 0.8355 2.2526 0.1 0.7 0.2 0.018
C -3.6525 -2.7222 1.9492 -0.3 0.7 -0.3 -0.188
O 6.3642 -2.6047 -2.0471 0.0 0.1 0.1 -0.214
P -2.0789 1.1446 1.9527 0.6 -0.1 0.2 0.344
```
Forces are in eV/Å.

# 2
C3H9N3O | ωB97M-V/def2-TZVPD

Properties
Total charge   +1
E_HOMO (spin up / spin down)   -14.57 / -14.40 eV
F_max   0.027 Eh/bohr
Energy relative to the best compared isomer or geometry (same formula, charge and spin)   0.155 eV
2S+1   2

```
16
Properties=species:S:1:pos:R:3:forces:R:3:lowdin_charge:R:1
N -2.0317 0.2425 -1.9996 0.5 -1.0 0.9 0.204
H 0.9654 -1.1394 2.0409 -0.2 -0.2 -0.2 0.145
H -1.0500 -1.5354 -0.4535 0.2 0.0 -0.1 0.155
C 1.4036 -0.4396 1.3229 0.9 -0.1 -0.4 -0.213
H 0.8187 1.5286 1.1494 -0.6 -0.1 -0.2 0.075
H 1.2441 -1.1436 -0.6959 0.2 0.4 0.0 0.188
H 2.1750 1.3898 1.9042 -0.1 -0.6 0.2 0.106
N 1.2726 0.9133 1.8148 0.3 1.0 -0.3 0.068
C -0.6705 -0.5624 -0.1238 0.4 0.1 0.3 -0.046
H -2.5378 -0.6377 -1.9418 0.1 0.6 -0.2 0.130
H -1.1128 -0.3075 0.8363 -0.1 0.1 0.0 0.152
O -0.3946 1.5637 -1.1870 0.5 0.4 0.3 0.113
H -2.2625 0.9550 -2.6541 -0.5 0.3 -0.5 0.126
H 2.4375 -0.7291 1.1272 0.0 0.0 0.4 0.140
C -1.0079 0.5343 -1.1751 -0.8 0.0 -0.5 -0.514
N 0.7508 -0.6325 0.0352 -0.9 -0.9 0.3 0.172
```
Forces are in eV/Å.

# 3
C5H7FO | ωB97M-V/def2-TZVPD

Properties
Total charge   0
E_HOMO   -7.95 eV
F_max   0.080 Eh/bohr
Energy relative to the best compared isomer or geometry (same formula, charge and spin)   1.710 eV
SMILES   CO/C=C/C=C/F

```
14
Properties=species:S:1:pos:R:3:forces:R:3:lowdin_charge:R:1
H -0.1276 -2.2157 -1.4036 -0.4 0.8 0.9 0.131
F -1.4287 -3.1605 -0.2955 -0.7 -0.6 0.9 0.012
C 0.3297 1.2331 0.8938 -0.1 -4.1 -0.1 -0.210
H 1.8301 2.0589 -1.3159 1.6 -0.6 0.1 0.064
H 0.1116 1.2316 1.9607 -0.6 0.0 -0.2 0.130
O 0.7818 2.3867 0.5128 1.0 2.0 -1.7 -0.096
C -0.4349 -1.1596 0.4800 -0.2 1.3 1.6 -0.109
H 0.9674 -0.0084 -0.8019 -1.4 0.5 1.2 0.123
C 0.3290 0.0723 0.1464 0.7 0.4 -0.3 -0.102
H -0.9275 -1.1899 1.4959 0.4 -0.1 -1.3 0.134
H 1.0629 3.6671 -1.0794 0.2 -1.2 0.3 0.110
H 0.1787 2.1747 -1.5241 -0.2 0.1 0.7 0.098
C -0.6433 -2.0984 -0.4182 1.3 -0.4 -1.9 -0.209
C 1.0042 2.5580 -0.8978 -1.7 1.9 -0.2 -0.077
```
Forces are in eV/Å.

# 4
C5H9NO | ωB97M-V/def2-TZVPD

Properties
Total charge   0
E_HOMO   -7.95 eV
F_max   0.044 Eh/bohr
Energy relative to the best compared isomer or geometry (same formula, charge and spin)   3.207 eV
SMILES   N/C=C/CCC=O

```
16
Properties=species:S:1:pos:R:3:forces:R:3:lowdin_charge:R:1
H -1.5480 1.7627 0.9518 1.0 0.1 0.7 0.112
C -1.3711 0.7004 0.7936 0.5 -0.6 -0.7 -0.227
N -1.7808 -0.1352 1.8284 -2.2 -0.3 -0.6 0.052
H 1.5745 -1.6266 0.7502 -0.5 -0.4 0.0 0.118
H 2.3351 -0.0751 -1.5030 -0.2 0.4 -0.5 0.111
C 1.3507 -1.4333 -0.3220 0.9 0.8 0.3 -0.299
C 1.6271 0.0322 -0.6824 0.5 -0.9 0.1 -0.157
H -2.7611 0.0186 2.0783 0.3 0.4 0.5 0.085
H 0.5592 1.8147 -0.3192 -0.1 0.2 -0.1 0.101
C 0.3946 0.9216 -0.9232 -0.6 0.2 -0.4 -0.203
C -0.8275 0.2308 -0.3722 -0.8 1.3 0.7 -0.151
H 2.2322 0.4093 0.1467 -0.2 0.2 0.1 0.104
O 1.1656 -2.3143 -1.1114 -0.4 -0.1 -0.1 0.052
H -1.7559 -1.1237 1.5895 0.6 0.1 -0.2 0.086
H -1.4861 -0.4200 -0.9411 1.0 -1.2 0.2 0.113
H 0.2915 1.2380 -1.9640 0.2 -0.2 0.0 0.104
```
Forces are in eV/Å.